Entry 1:
Computed, not measured: C29H39Cl2F4N8NaS2 as an isolated structure, with the ωB97M-V functional and the def2-TZVPD basis.

Relative energy (zero: lowest compared OMol25 entry of this formula, charge and spin) = 1.044 eV
Kohn-Sham gap = 5.365 eV

Atoms and positions in Å:
1 Na 0.5706 0.3642 -0.3344
2 C -0.3755 2.0569 3.9567
3 N -0.2309 0.9212 3.0672
4 C -1.5153 0.2892 2.8389
5 C 0.7530 -0.0252 3.5768
6 C 1.2927 -0.9777 2.5024
7 N 1.8154 -0.2954 1.3339
8 C 3.0400 0.2068 1.3497
9 C 3.4500 0.9580 0.2093
10 F 2.5297 1.0804 -0.8029
11 C 4.6591 1.5829 0.0779
12 F 4.9019 2.3047 -1.0340
13 C 5.6329 1.4870 1.0564
14 C 5.2941 0.7475 2.1768
15 F 6.2070 0.6224 3.1563
16 C 4.0689 0.1434 2.3396
17 F 3.8560 -0.5117 3.5130
18 H -0.7668 1.7719 4.9490
19 H -1.0610 2.7850 3.5156
20 H 0.5917 2.5398 4.0956
21 H -1.9670 -0.0875 3.7748
22 H -1.4034 -0.5492 2.1488
23 H -2.2066 1.0103 2.3962
24 H 0.3276 -0.6211 4.4059
25 H 1.5969 0.5416 3.9740
26 H 0.4853 -1.6264 2.1711
27 H 2.0274 -1.6230 2.9925
28 H 6.5973 1.9598 0.9579
29 Cl 0.3733 3.0273 0.3905
30 C -1.2523 3.5041 -0.1018
31 Cl -2.1215 2.1269 -0.7890
32 H -1.1747 4.2732 -0.8607
33 H -1.7952 3.8550 0.7677
34 S -0.9198 -3.2750 0.3734
35 C -2.4743 -3.2481 -0.1742
36 N -3.5092 -3.8382 0.4657
37 C -4.7906 -3.9412 -0.2054
38 C -4.5384 -4.2517 -1.6626
39 N -3.7395 -3.1755 -2.2255
40 C -4.0380 -2.8032 -3.6020
41 C -5.3538 -2.0701 -3.7165
42 C -5.5409 -0.8613 -3.0494
43 C -6.7491 -0.1893 -3.1421
44 C -7.7843 -0.7158 -3.9041
45 C -7.6034 -1.9151 -4.5745
46 C -6.3941 -2.5904 -4.4763
47 C -2.7746 -2.5964 -1.4855
48 S -1.9721 -1.2331 -1.9845
49 C -3.4271 -4.3203 1.8399
50 C -3.4106 -5.8278 1.9282
51 C -2.2643 -6.5455 1.5943
52 C -2.2586 -7.9296 1.6686
53 C -3.3970 -8.6160 2.0700
54 C -4.5391 -7.9077 2.4091
55 C -4.5432 -6.5216 2.3397
56 H -5.3555 -3.0046 -0.1250
57 H -5.3680 -4.7410 0.2563
58 H -5.4852 -4.2923 -2.2003
59 H -4.0258 -5.2139 -1.7690
60 H -4.0711 -3.7192 -4.1977
61 H -3.2210 -2.1796 -3.9565
62 H -4.7292 -0.4478 -2.4627
63 H -6.8821 0.7528 -2.6258
64 H -8.7285 -0.1916 -3.9755
65 H -8.4028 -2.3265 -5.1773
66 H -6.2596 -3.5293 -5.0023
67 H -4.2937 -3.9310 2.3810
68 H -2.5220 -3.8996 2.2721
69 H -1.3728 -6.0139 1.2873
70 H -1.3580 -8.4742 1.4153
71 H -3.3881 -9.6966 2.1283
72 H -5.4293 -8.4346 2.7284
73 H -5.4344 -5.9754 2.6311
74 N 0.7619 0.3538 -3.6360
75 N 0.3859 1.6090 -3.0464
76 H 0.4037 0.2636 -4.5798
77 H 0.3779 -0.4019 -3.0819
78 H -0.5091 1.9335 -3.3975
79 H 1.0893 2.2796 -3.3266
80 N 1.5025 -3.3300 -2.3787
81 N 1.7210 -2.0700 -1.7415
82 H 2.3699 -3.8343 -2.5252
83 H 1.0934 -3.1544 -3.2854
84 H 2.5285 -1.5826 -2.1186
85 H 1.8950 -2.2481 -0.7596

---

Entry 2:
Computed, not measured: an isolated ion of composition C5H14N2P and charge +1, with the ωB97M-V functional and the def2-TZVPD basis.

SMILES = C[NH2+][C@H]1CN1P(C)C
Relative energy (zero: lowest compared OMol25 entry of this formula, charge and spin) = 2.018 eV
Kohn-Sham gap = 9.086 eV
Charge = +1

Atoms and positions in Å:
1 C 0.4627 1.2415 0.7143
2 C 0.9339 -0.1213 0.5855
3 C 3.5121 -0.1930 0.2229
4 C -3.0100 1.1866 -0.4937
5 C -2.4526 -1.6003 -0.2077
6 N -0.3847 0.2078 0.0556
7 N 2.1739 -0.5702 -0.4192
8 P -2.2377 0.0332 0.6710
9 H 0.2336 1.5847 1.7708
10 H 0.8436 2.0250 0.0104
11 H 2.3179 -1.4260 -0.9340
12 H 1.1584 -0.7773 1.4095
13 H 4.2981 -0.5781 -0.3636
14 H 3.6455 0.9294 0.2296
15 H 3.5648 -0.7357 1.2352
16 H -2.6144 0.9617 -1.5812
17 H -2.9517 2.2565 -0.4041
18 H -4.1690 1.1523 -0.3394
19 H -1.3792 -1.7039 -0.5359
20 H -3.2161 -1.5723 -1.0099
21 H -2.7443 -2.4472 0.5395
22 H 2.0152 0.1465 -1.1556

---

Entry 3:
Computed, not measured: a 2-piece molecular cluster, C9H12NO overall, with the ωB97M-V functional and the def2-TZVPD basis.

Relative energy (zero: lowest compared OMol25 entry of this formula, charge and spin) = 2.390 eV
Kohn-Sham gap = 6.200 eV
Charge = +1

Atoms and positions in Å:
1 C -1.0934 2.9157 2.7360
2 C 0.2239 2.7728 2.3867
3 C -2.0237 1.9367 2.5828
4 C 0.6202 1.5224 1.9312
5 C -1.6814 0.7917 1.8942
6 C -0.3902 0.5881 1.5318
7 C 0.0391 -0.5057 0.9250
8 C 1.5810 -1.0390 -2.8661
9 C 0.3181 -3.0131 -2.1487
10 N 0.3356 -1.5408 -2.2658
11 O 0.4031 -1.3756 0.3359
12 H -1.6021 3.8000 3.1290
13 H 1.0154 3.5280 2.5801
14 H -3.1113 2.1075 2.6587
15 H 1.7167 1.4827 1.6492
16 H -2.3148 0.1140 1.3751
17 H 2.3064 -1.7772 -2.6288
18 H 1.8053 0.0579 -2.6206
19 H 1.4233 -0.9521 -3.9642
20 H 0.5603 -3.6563 -2.9896
21 H -0.6303 -3.3634 -1.9070
22 H 1.0833 -3.1612 -1.5154
23 H -0.5845 -1.2332 -2.8099

---

Entry 4:
Computed, not measured: a 3-piece molecular cluster, C3H14NO2 overall, with the ωB97M-V functional and the def2-TZVPD basis.

Relative energy (zero: lowest compared OMol25 entry of this formula, charge and spin) = 1.846 eV
Kohn-Sham gap = 11.468 eV
Charge = +1

Atoms and positions in Å:
1 C 1.0174 -2.6624 0.0492
2 C 0.3285 -1.2693 -0.1754
3 C 0.3014 -0.6849 1.1498
4 N 1.1467 -0.4263 -1.1364
5 H 1.4345 -3.1696 -0.8478
6 H 1.8210 -2.1283 0.6314
7 H 0.3067 -3.2774 0.5580
8 H -0.6969 -1.4859 -0.6039
9 H 1.3447 -0.8504 1.7036
10 H -0.5259 -1.2199 1.7642
11 H -0.0049 0.4386 1.1216
12 H 2.1537 -0.2707 -0.7196
13 H 1.1320 -0.8562 -2.1101
14 H 0.6828 0.4975 -1.0867
15 H -3.5697 2.9335 0.1640
16 H -3.1553 4.1131 1.1702
17 O -2.8332 3.5383 0.4889
18 H 0.2420 2.6590 -1.2180
19 H -0.8238 2.2551 -0.0447
20 O -0.3017 1.8663 -0.8581

---

Entry 5:
Computed, not measured: C31H50KN3O2PSi4Te as an isolated structure, with the ωB97M-V functional and the def2-TZVPD basis.

Relative energy (zero: lowest compared OMol25 entry of this formula, charge and spin) = 0.991 eV
Kohn-Sham gap = 6.289 eV
Charge = -1

Atoms and positions in Å:
1 K 0.4751 3.9277 -1.2209
2 N 2.4587 1.8501 -0.6922
3 C 3.0283 2.3357 0.4853
4 C 4.4095 2.5482 0.5584
5 C 4.9870 3.0962 1.6857
6 C 4.2011 3.4259 2.7826
7 C 2.8357 3.2146 2.7228
8 C 2.2272 2.6958 1.5812
9 P 0.3972 2.4897 1.4524
10 C 0.2014 1.2802 2.8300
11 C 0.1326 1.6275 4.1791
12 C 0.0796 0.6401 5.1510
13 C 0.0934 -0.6996 4.7892
14 C 0.1502 -1.0516 3.4505
15 C 0.2029 -0.0680 2.4733
16 C -0.1835 4.0493 2.2245
17 C -1.4228 4.0638 2.8660
18 C -1.9205 5.2330 3.4170
19 C -1.1958 6.4123 3.3180
20 C 0.0092 6.4218 2.6333
21 C 0.5054 5.2524 2.0796
22 H 3.1431 1.4570 -1.3230
23 H 1.7060 1.1738 -0.5752
24 H 5.0304 2.2770 -0.2887
25 H 6.0569 3.2601 1.7173
26 H 4.6482 3.8435 3.6755
27 H 2.2223 3.4664 3.5784
28 H 0.1138 2.6675 4.4741
29 H 0.0244 0.9162 6.1974
30 H 0.0547 -1.4628 5.5571
31 H 0.1458 -2.0942 3.1591
32 H 0.2281 -0.3403 1.4220
33 H -1.9947 3.1460 2.9390
34 H -2.8834 5.2308 3.9128
35 H -1.5767 7.3258 3.7573
36 H 0.5688 7.3419 2.5238
37 H 1.4406 5.2768 1.5350
38 C -3.5585 4.6961 0.3524
39 C -2.8848 4.1551 -0.8726
40 N -2.9475 2.9500 -1.2782
41 O -3.7213 2.1262 -0.4616
42 C -1.9855 5.0236 -1.6536
43 C -1.9634 4.9223 -3.1577
44 N -1.0910 5.6447 -0.9515
45 O -0.0467 6.1419 -1.5780
46 H -3.9325 3.8849 0.9737
47 H -4.3960 5.3267 0.0451
48 H -2.8522 5.3108 0.9045
49 H -3.4661 1.2517 -0.7752
50 H -2.7008 4.2014 -3.4985
51 H -0.9749 4.6371 -3.5251
52 H -2.1819 5.9055 -3.5813
53 C -3.5378 -3.2248 -1.8685
54 Si -1.9920 -3.8760 -2.7527
55 C -2.1797 -5.7690 -2.7960
56 C -2.1279 -3.3334 -4.5658
57 Si -0.0595 -3.0943 -1.6964
58 Te -0.0867 -0.6877 -1.4646
59 Si 0.0362 -4.1480 0.3929
60 C 0.0579 -6.0495 0.3611
61 C -1.4593 -3.6940 1.4736
62 C 1.6092 -3.6611 1.3436
63 Si 1.8029 -3.8305 -2.9011
64 C 1.7920 -3.2862 -4.7195
65 C 3.3897 -3.1103 -2.1481
66 C 2.0515 -5.7160 -2.9480
67 H -4.4586 -3.4917 -2.3934
68 H -3.5003 -2.1366 -1.7804
69 H -3.6040 -3.6290 -0.8552
70 H -3.0516 -6.0673 -3.3833
71 H -2.3027 -6.1788 -1.7913
72 H -1.3020 -6.2468 -3.2395
73 H -3.0792 -3.6385 -5.0084
74 H -1.3268 -3.7744 -5.1645
75 H -2.0440 -2.2480 -4.6583
76 H -0.8377 -6.4425 -0.1247
77 H 0.0998 -6.4742 1.3673
78 H 0.9209 -6.4239 -0.1933
79 H -2.3677 -4.1524 1.0746
80 H -1.6161 -2.6122 1.4826
81 H -1.3457 -4.0297 2.5076
82 H 2.4885 -4.1019 0.8666
83 H 1.5947 -3.9966 2.3838
84 H 1.7478 -2.5764 1.3399
85 H 1.6682 -2.2037 -4.8014
86 H 0.9638 -3.7494 -5.2619
87 H 2.7181 -3.5611 -5.2303
88 H 3.3172 -2.0219 -2.0833
89 H 4.2787 -3.3581 -2.7339
90 H 3.5431 -3.4840 -1.1325
91 H 1.1499 -6.2237 -3.3011
92 H 2.2798 -6.1085 -1.9548
93 H 2.8723 -5.9964 -3.6126

---

Entry 6:
Computed, not measured: a 2-piece molecular cluster, C10H16 overall, with the ωB97M-V functional and the def2-TZVPD basis.

SMILES = Cc1ccccc1.CCC
Relative energy (zero: lowest compared OMol25 entry of this formula, charge and spin) = 1.482 eV
Kohn-Sham gap = 9.876 eV

Atoms and positions in Å:
1 C -2.2147 -0.9849 1.2052
2 C -2.0731 -1.0894 2.8105
3 C -1.0092 -1.7680 0.6366
4 H -3.1751 -0.9765 0.7141
5 H -1.9641 0.0959 1.1697
6 H -1.1298 -0.5871 2.9767
7 H -0.1119 -1.2532 0.9317
8 H -0.9816 -2.7238 1.1768
9 H -2.0224 -2.1470 3.0815
10 H -2.9395 -0.5790 3.2391
11 H -1.0591 -1.7472 -0.4441
12 C 2.0743 0.2712 1.2745
13 C 0.5561 1.5925 -0.2077
14 C 1.2976 0.4406 -0.0194
15 C -0.0959 1.9200 -1.4011
16 C 1.4822 -0.4189 -1.1209
17 C -0.1211 0.9545 -2.4010
18 C 0.8109 -0.0784 -2.2865
19 H 0.4900 2.3005 0.6032
20 H -0.5061 2.9252 -1.4361
21 H 1.4466 0.4719 2.1352
22 H 2.9782 0.9085 1.2272
23 H 2.3109 -1.1074 -1.1177
24 H -0.8789 1.0590 -3.1754
25 H 0.9636 -0.5435 -3.2535
26 H 2.4296 -0.7704 1.2998

---

Entry 7:
Computed, not measured: a 8-piece molecular cluster, C13H31F12N4O9S overall, with the ωB97M-V functional and the def2-TZVPD basis.

Kohn-Sham gap = 5.353 eV
Charge = +3

Atoms and positions in Å:
1 N 0.6240 4.0181 0.7698
2 H -0.1028 4.6836 0.5486
3 H 0.2701 3.0725 0.7963
4 H 1.1699 4.1718 1.6056
5 H 1.2100 4.2132 -0.0294
6 N 4.3606 -0.5160 1.8599
7 H 4.9728 0.0894 1.3320
8 H 4.6849 -1.4525 2.0547
9 H 3.6507 -0.7463 1.1794
10 H 3.9393 -0.1416 2.6980
11 N 2.3280 2.0988 -3.1784
12 H 1.7234 1.5145 -2.6187
13 H 2.1391 1.9833 -4.1638
14 H 3.2437 1.6923 -3.0503
15 H 2.1994 3.0306 -2.8105
16 N 3.8878 2.4278 0.0514
17 H 3.9711 3.4279 0.1647
18 H 4.8159 2.0689 0.2244
19 H 3.6726 2.3277 -0.9303
20 H 3.1699 1.9419 0.5697
21 C -0.4357 -1.1990 0.0341
22 F -1.6703 -0.5331 -0.0474
23 F -0.3371 -1.7683 1.2240
24 F -0.1951 -2.0954 -0.9672
25 S 0.9430 0.1075 -0.2199
26 O 0.7348 1.2005 0.7084
27 O 2.1968 -0.5928 0.0881
28 O 0.8948 0.5548 -1.6369
29 C -2.1454 -1.0586 -4.9378
30 C -1.8230 -0.7386 -3.4500
31 O -2.7645 0.0968 -2.8209
32 C -3.9672 -0.4310 -2.4846
33 O -4.2577 -1.5949 -2.6799
34 C -4.9843 0.4849 -1.7281
35 F -4.5349 0.6089 -0.4305
36 F -4.9882 1.6784 -2.4248
37 F -6.1729 -0.0896 -1.7687
38 H -2.4275 -0.2070 -5.5568
39 H -2.8929 -1.8467 -5.0294
40 H -1.2751 -1.4476 -5.4663
41 H -0.8423 -0.2706 -3.3641
42 H -1.7034 -1.6693 -2.8954
43 C 0.6247 -4.7697 2.5863
44 C 1.8354 -5.5790 1.9545
45 O 1.9211 -5.2442 0.5445
46 C 2.6274 -4.2002 0.0504
47 O 3.0380 -3.2957 0.6718
48 C 2.9321 -4.2391 -1.5279
49 F 2.1549 -3.3393 -2.0099
50 F 4.1849 -3.9285 -1.8184
51 F 2.5898 -5.3910 -2.0555
52 H -0.2736 -4.7986 1.9696
53 H 0.8975 -3.7206 2.7010
54 H 0.3447 -5.2118 3.5425
55 H 1.7044 -6.6347 2.1925
56 H 2.7130 -5.1658 2.4515
57 C -1.9419 0.7480 2.9301
58 C -2.2830 1.9702 3.7309
59 O -3.3445 2.7280 3.2263
60 C -3.0999 3.7210 2.4047
61 O -1.9629 4.2173 2.2601
62 C -4.3506 4.1993 1.7095
63 F -4.5573 5.3824 2.0983
64 F -4.1402 4.2511 0.4154
65 F -5.4831 3.5134 2.0257
66 H -0.9126 0.4168 3.0677
67 H -2.0642 1.0189 1.8815
68 H -2.5743 -0.0813 3.2471
69 H -1.4061 2.6173 3.7531
70 H -2.4558 1.7205 4.7778

---

Entry 8:
Computed, not measured: C7H6F3HgI2NS4Sb as an isolated structure, with the ωB97M-V functional and the def2-TZVPD basis.

Kohn-Sham gap (alpha / beta) = 5.165 / 5.155 eV
Charge = -2
Expectation value of S² = 0.756
2S+1 = 2

Atoms and positions in Å:
1 Hg -0.4840 -0.0295 0.8219
2 I 1.0471 1.4459 2.6289
3 C 2.3715 -1.8763 1.8885
4 I 1.5210 -2.6704 0.2303
5 H 1.8818 -2.0840 2.8240
6 H 3.4239 -1.6562 1.8410
7 S -4.7421 1.9130 0.7661
8 Sb -3.6543 0.1204 -0.1237
9 S -2.5562 -1.1992 1.5962
10 S -1.6227 0.8390 -1.2367
11 S -4.9053 -1.2409 -1.4693
12 F 5.2489 0.8920 -4.6199
13 C 4.6725 1.9708 -4.0397
14 F 4.1129 2.6852 -5.0406
15 F 5.6737 2.7205 -3.5368
16 C 3.6631 1.5712 -3.0015
17 C 3.7864 1.9662 -1.6838
18 C 2.8155 1.5415 -0.7793
19 N 1.7898 0.7807 -1.1353
20 C 1.6709 0.4201 -2.4103
21 C 2.5844 0.7877 -3.3839
22 H 4.6102 2.5852 -1.3574
23 H 2.8532 1.8186 0.2695
24 H 0.7929 -0.1723 -2.6477
25 H 2.4535 0.4731 -4.4110

---

Entry 9:
Computed, not measured: C11H16ClDyO2Pb as an isolated structure, with the ωB97M-V functional and the def2-TZVPD basis.

Relative energy (zero: lowest compared OMol25 entry of this formula, charge and spin) = 0.000 eV
Kohn-Sham gap (alpha / beta) = 2.770 / 3.695 eV
Charge = -2
Expectation value of S² = 9.660
2S+1 = 6

Atoms and positions in Å:
1 Dy -0.0146 -0.8745 -0.7999
2 Cl -1.5910 -2.5577 -1.6321
3 C 0.4313 0.9395 -2.0941
4 H 1.4775 1.2176 -1.8939
5 H -0.1893 1.8437 -2.0609
6 H 0.3931 0.5165 -3.1128
7 Pb -3.0166 1.1916 1.3530
8 C -3.4056 -1.0371 1.7088
9 C -3.5318 1.2812 -0.8811
10 C -0.9208 1.5094 1.6190
11 H -3.2134 2.2639 -1.2598
12 H -3.0680 0.4631 -1.4486
13 H -4.6313 1.1965 -0.9096
14 H -2.9160 -1.3081 2.6566
15 H -4.5011 -1.1320 1.7927
16 H -3.0206 -1.6325 0.8696
17 H -0.3424 2.1568 0.9347
18 H -0.3095 0.8009 2.2174
19 O 1.5657 -1.1446 0.8364
20 C 2.3869 -1.6020 -0.0518
21 O 1.9612 -1.7310 -1.2784
22 C 3.7790 -1.9544 0.2462
23 C 4.4088 -2.9085 -0.5393
24 C 5.7428 -3.2170 -0.3158
25 C 6.4587 -2.5485 0.6970
26 C 5.8037 -1.5984 1.4908
27 C 4.4578 -1.3077 1.2875
28 H 3.8332 -3.3905 -1.3458
29 H 6.2367 -3.9667 -0.9236
30 H 7.5092 -2.7785 0.8625
31 H 6.3534 -1.0826 2.2759
32 H 3.9197 -0.5770 1.8946

---

Entry 10:
Computed, not measured: a single C12H13BrO2 molecule, with the ωB97M-V functional and the def2-TZVPD basis.

SMILES = C/C(Br)=C(/C)OC(=O)Cc1ccccc1
Relative energy (zero: lowest compared OMol25 entry of this formula, charge and spin) = 1.137 eV
Kohn-Sham gap = 9.481 eV

Atoms and positions in Å:
1 O -1.2229 2.3097 -0.0273
2 Br 0.8349 1.9850 -4.5808
3 O -0.4310 0.4355 -1.0897
4 C -0.9671 1.1029 -0.0304
5 C -0.1847 1.1081 -3.3037
6 C 0.2569 1.2291 -1.9943
7 C 1.5526 -2.0981 3.0052
8 C 1.2733 -0.8571 3.5289
9 C 0.6537 -2.6698 2.0748
10 C 0.1997 -0.0426 2.9270
11 C -0.4853 -2.0009 1.6039
12 C -0.6449 -0.6088 1.8980
13 C -1.4912 0.3102 -3.6456
14 C 1.6463 1.5890 -1.6832
15 C -1.6427 0.2605 1.1592
16 H 2.3267 -2.6893 3.5192
17 H 1.8542 -0.2916 4.2506
18 H 1.0671 -3.6595 1.8454
19 H 0.3065 1.0716 3.1312
20 H -1.0855 -2.5042 0.8341
21 H -1.8970 -0.3069 -2.8464
22 H -1.2778 -0.3218 -4.5745
23 H -2.2201 1.0303 -3.9361
24 H 2.0132 1.1970 -0.7160
25 H 2.3285 1.2156 -2.4125
26 H 1.7058 2.6525 -1.6680
27 H -2.0401 0.9561 1.9399
28 H -2.4291 -0.4025 0.7909

---

no.,largest force on an atom (eV/A)
1,1.136
2,4.052
3,4.581
4,4.156
5,2.448
6,3.685
7,4.104
8,0.806
9,3.744
10,4.549